A structure of composition C35H59BBr2F6N3O15S2 at a distorted geometry. Source: the Open Molecules 2025 dataset; level of theory: the ωB97M-V functional and the def2-TZVPD basis.

Values from the calculation:
LUMO energy: -2.70 eV
Gap between HOMO and LUMO: 8.18 eV
Charge: +1
E_HOMO: -10.9 eV
Electronic energy: -9230.2409 Eh

XYZ file:
```
123
C35H59BBr2F6N3O15S2, DFT the ωB97M-V functional and the def2-TZVPD basis
C -5.95251 -1.09293 -2.12729
B -4.83139 -0.70205 -3.14639
O -4.88671 0.33702 -3.99676
C -3.50761 -1.59477 -3.18481
C -3.29473 -2.78403 -3.84687
C -4.23474 -3.53066 -4.72970
O -3.72755 -3.73610 -6.04420
C -3.72692 -2.68959 -6.90676
F -4.21915 -1.58463 -6.36463
F -2.48997 -2.44353 -7.29077
F -4.43908 -2.98081 -7.96758
N -2.00016 -3.19108 -3.54097
C -1.42156 -4.44294 -4.03585
C -1.79724 -5.63601 -3.14417
C -1.90935 -5.27650 -1.66916
S -1.61451 -6.73855 -0.62940
C -1.22691 -5.89343 0.89875
S -2.37164 -5.04043 1.66118
N 0.09546 -6.05145 1.33037
C 0.25147 -6.03376 2.79227
C 1.70916 -6.46728 3.09252
O 2.47139 -6.57789 1.90814
C 2.43612 -5.40776 1.14400
C 0.97065 -5.01148 0.79811
C -1.43719 -2.27761 -2.74105
C -0.05711 -2.39365 -2.21154
C 0.81269 -1.10891 -2.26500
C 2.14232 -1.38058 -2.93733
F 1.96545 -1.99376 -4.13773
Br 2.98548 0.34301 -3.30555
C 3.08764 -2.28455 -2.05077
F 2.34363 -2.91186 -1.10824
F 3.62632 -3.22830 -2.82981
Br 4.49403 -1.33087 -1.14644
N -2.33904 -1.30998 -2.50881
C -2.12899 -0.15502 -1.63952
H -6.18773 -2.15036 -2.25223
H -5.55164 -1.01273 -1.11484
H -6.85149 -0.48825 -2.19643
H -5.76868 0.73122 -3.99766
H -4.38379 -4.53152 -4.33042
H -5.21278 -3.06010 -4.72388
H -0.34919 -4.35694 -4.16249
H -1.84883 -4.60789 -5.01675
H -2.77625 -5.97724 -3.47744
H -1.12023 -6.46707 -3.31679
H -2.90194 -4.88539 -1.45870
H -1.17897 -4.53322 -1.36684
H 0.12698 -5.01578 3.16407
H -0.45514 -6.70325 3.26470
H 2.18479 -5.73951 3.75467
H 1.74570 -7.44393 3.56003
H 2.97311 -5.63185 0.22700
H 2.95451 -4.57682 1.63194
H 0.87342 -4.99773 -0.28585
H 0.72742 -4.03822 1.23689
H -0.14235 -2.69628 -1.16733
H 0.47298 -3.19171 -2.71419
H 0.32693 -0.30380 -2.79934
H 1.02410 -0.76249 -1.25820
H -1.41155 0.54111 -2.04967
H -3.08377 0.32547 -1.46886
H -1.77485 -0.50286 -0.67219
C 5.60273 -2.66614 2.66357
C 5.65224 -1.16435 2.48504
O 4.87536 -0.48436 3.48062
C 5.46839 -0.35254 4.66985
O 6.57614 -0.72549 4.95102
O 4.62003 0.26607 5.48700
C 5.10800 0.44592 6.82203
H 4.56765 -3.01136 2.69532
H 6.11201 -3.16294 1.83747
H 6.08392 -2.96378 3.59385
H 5.19898 -0.88360 1.53594
H 6.67764 -0.79657 2.49423
H 6.08007 0.93278 6.81816
H 5.17370 -0.51397 7.33102
H 4.38464 1.07891 7.32616
C 9.84129 1.59020 6.44339
C 9.86307 3.08829 6.23579
O 9.08478 3.77250 7.23044
C 9.68516 3.93466 8.40886
O 10.80303 3.59189 8.68982
O 8.83325 4.55647 9.22412
C 9.33100 4.76347 10.54924
H 8.81363 1.22710 6.49111
H 10.34965 1.08512 5.62248
H 10.33545 1.31693 7.37477
H 9.40019 3.34852 5.28565
H 10.88024 3.47779 6.22898
H 10.29777 5.26033 10.52820
H 9.41331 3.81317 11.07395
H 8.60459 5.39572 11.05063
C -9.62615 5.81698 -2.67523
C -8.26044 5.61091 -2.05958
O -7.58534 4.47214 -2.62981
C -7.01587 4.68347 -3.80993
O -6.99118 5.71600 -4.42165
O -6.45714 3.53314 -4.21199
C -5.86877 3.58114 -5.51581
H -10.21868 4.90453 -2.60097
H -10.15280 6.61892 -2.15950
H -9.54458 6.08052 -3.72877
H -8.34769 5.38426 -0.99890
H -7.63539 6.49721 -2.16337
H -5.17840 4.41543 -5.61610
H -6.63932 3.64239 -6.28192
H -5.31984 2.64926 -5.62731
C -4.43625 5.13469 -1.87045
C -3.61930 6.26127 -2.46426
O -3.25367 7.22811 -1.47078
C -2.22534 6.88498 -0.69740
O -1.58552 5.86636 -0.77878
O -2.01904 7.86600 0.17531
C -0.96270 7.62400 1.10912
H -5.30155 5.52933 -1.33861
H -4.77563 4.46006 -2.65138
H -3.84553 4.55933 -1.15732
H -4.20549 6.80920 -3.19992
H -2.72422 5.88716 -2.96074
H -0.04354 7.35441 0.59478
H -1.24713 6.83502 1.80330
H -0.81995 8.55298 1.65188
```



A structure of composition C22H15N9O5OsS2Se at a distorted geometry. Source: the Open Molecules 2025 dataset; level of theory: the ωB97M-V functional and the def2-TZVPD basis.

Values from the calculation:
LUMO energy (spin up / spin down): -6.02 / -9.64 eV
Gap between HOMO and LUMO (spin up / spin down): 7.01 / 3.95 eV
Charge: +2
Spin multiplicity: 5
E_HOMO (spin up / spin down): -13.0 / -13.6 eV
Electronic energy: -5004.1517 Eh

XYZ file:
```
55
C22H15N9O5OsS2Se, DFT the ωB97M-V functional and the def2-TZVPD basis
Os 0.63904 0.37825 0.84003
Se 5.41326 6.30989 -0.44511
N 5.68561 4.61207 0.01355
C 4.50756 4.04588 0.09470
C 4.31308 2.64117 0.44539
C 5.36079 1.78416 0.78676
C 5.07675 0.48403 1.14692
C 3.75677 0.05332 1.12979
N 2.75115 0.85247 0.77212
C 3.01721 2.14216 0.46597
C 1.86514 3.00039 0.21520
N 0.63824 2.43151 0.34074
C -0.44541 3.19155 0.17835
C -0.35633 4.54367 -0.13790
C 0.88101 5.12718 -0.27447
C 2.02346 4.34363 -0.08821
C 3.38025 4.88226 -0.17252
N 3.64253 6.12967 -0.47255
H 6.37462 2.16197 0.78119
H 5.85573 -0.20073 1.44662
H 3.48818 -0.94933 1.43455
H -1.38961 2.68510 0.32810
H -1.26397 5.11654 -0.25779
H 0.99355 6.17699 -0.50953
N -2.16680 0.74456 1.02822
C -1.34491 -0.16705 0.76910
H -3.10933 0.46055 1.30187
N -5.37563 -3.92583 -4.09856
C -4.80150 -3.56854 -2.95291
C -4.72479 -2.19160 -2.59123
C -4.16068 -1.83678 -1.40092
C -3.65309 -2.83442 -0.54824
C -3.70340 -4.18995 -0.89157
C -4.27240 -4.56130 -2.08136
S -3.03399 -2.37110 1.02658
O -3.89776 -1.37397 1.55817
O -2.68557 -3.56169 1.72198
N -1.59788 -1.58959 0.67097
C -0.44026 -2.32067 0.44587
S -0.30101 -4.01053 0.28511
C 1.36898 -3.81937 -0.08163
C 1.73147 -2.52752 -0.01400
N 0.69289 -1.66650 0.28844
H -5.77886 -3.24126 -4.72206
H -5.46336 -4.89631 -4.36591
H -5.13818 -1.44398 -3.25426
H -4.12831 -0.79860 -1.10088
H -3.32644 -4.93345 -0.20424
H -4.34621 -5.60472 -2.35671
H 1.98349 -4.67352 -0.30579
H 2.70992 -2.13048 -0.22099
O 0.83156 1.35474 2.89769
N 0.69727 0.27112 3.56929
O 0.67904 0.22732 4.74712
O 0.54716 -0.76339 2.81893
```



The molecule C3H5NO4 at a distorted geometry. Source: the Open Molecules 2025 dataset; level of theory: the ωB97M-V functional and the def2-TZVPD basis.

Values from the calculation:
LUMO energy: 0.43 eV
Gap between HOMO and LUMO: 10.30 eV
E_HOMO: -9.9 eV
ΔE to the lowest compared entry with this formula, charge and spin: 3.6248 eV
Electronic energy: -472.9362 Eh
SMILES string: CN(O)C(=O)C(=O)O

XYZ file:
```
13
C3H5NO4, DFT the ωB97M-V functional and the def2-TZVPD basis
C -0.50036 1.58440 0.28174
N 0.51760 0.57704 0.05267
C 0.62985 -0.67191 0.38414
C -0.82651 -1.27489 -0.45194
O 1.89094 1.25145 0.59308
O -0.44237 -2.38885 -1.05696
O 1.54996 -1.39502 0.61819
O -1.96174 -0.90521 -0.36147
H 2.56610 0.63722 0.24480
H -1.21393 -2.93357 -1.29680
H -0.41960 1.95436 1.30252
H -0.30605 2.40357 -0.40803
H -1.48390 1.16141 0.09807
```



A structure of composition C41H41N4O4Ta. Source: the Open Molecules 2025 dataset; level of theory: the ωB97M-V functional and the def2-TZVPD basis.

Values from the calculation:
LUMO energy: -6.16 eV
Gap between HOMO and LUMO: 7.36 eV
Charge: +2
E_HOMO: -13.5 eV
ΔE to the lowest compared entry with this formula, charge and spin: 0.0342 eV
Electronic energy: -2163.6790 Eh

XYZ file:
```
91
C41H41N4O4Ta, DFT the ωB97M-V functional and the def2-TZVPD basis
Ta 0.49657 0.46142 -0.44811
O 1.60449 -1.01754 -0.63064
C 1.80950 -2.35238 -1.11102
C 0.39684 -2.93597 -1.07331
C -0.55255 -2.16766 -1.95199
C -1.04580 -2.77997 -3.08828
C -2.01988 -2.15188 -3.84039
C -2.55161 -0.96428 -3.37135
C -2.03285 -0.37592 -2.23432
C -2.73468 0.81819 -1.64605
C -1.91072 2.11052 -1.67751
O -0.73172 1.75248 -0.94359
C -1.51720 2.49538 -3.09474
C -0.24079 2.97462 -3.36610
C 0.11392 3.33409 -4.65982
C -0.80560 3.22880 -5.69115
C -2.08856 2.77252 -5.42285
C -2.44264 2.40883 -4.13298
C -2.62175 3.21738 -0.90817
C -3.18653 4.31246 -1.54600
C -3.86502 5.27831 -0.81141
C -3.97584 5.16516 0.56356
C -3.39901 4.07995 1.21160
C -2.73095 3.11396 0.47884
N -0.96410 -0.91948 -1.58071
C 2.32773 -2.33654 -2.54053
C 2.65591 -3.56183 -3.11837
C 3.06472 -3.62576 -4.43920
C 3.15867 -2.46356 -5.19642
C 2.84868 -1.24368 -4.62123
C 2.43047 -1.17743 -3.29581
C 2.79077 -3.00414 -0.15294
C 4.08681 -2.48882 -0.11550
C 5.02152 -3.01033 0.76161
C 4.67445 -4.06251 1.60296
C 3.39376 -4.58636 1.55887
C 2.44944 -4.05535 0.68545
H 0.04008 -2.91268 -0.04050
H 0.40751 -3.97320 -1.40318
H -0.66377 -3.75224 -3.36517
H -2.39722 -2.60592 -4.74699
H -3.38128 -0.49040 -3.87512
H -2.97761 0.60670 -0.60100
H -3.68041 0.96296 -2.16251
H 0.48225 3.07995 -2.57000
H 1.11072 3.70605 -4.85610
H -0.52964 3.51250 -6.69766
H -2.81915 2.70707 -6.21814
H -3.45819 2.08346 -3.94203
H -3.09508 4.42464 -2.61741
H -4.29977 6.12710 -1.32160
H -4.49863 5.92254 1.13161
H -3.46581 3.99770 2.28921
H -2.25816 2.28379 0.99304
H 2.61195 -4.46826 -2.52417
H 3.32335 -4.58117 -4.87568
H 3.48709 -2.51189 -6.22571
H 2.93953 -0.33161 -5.19619
H 2.22182 -0.20610 -2.86821
H 4.36704 -1.69471 -0.79975
H 6.02825 -2.61395 0.77573
H 5.40877 -4.48127 2.27771
H 3.12541 -5.41757 2.19717
H 1.45882 -4.49123 0.66092
N 1.89921 1.06777 1.25794
C 3.23201 1.48105 0.72988
C 3.15522 1.64815 -0.77759
O 4.08771 1.83528 -1.48352
O 1.87211 1.58069 -1.21775
H 1.50187 1.79221 1.85098
H 2.00406 0.24738 1.85101
H 3.98342 0.73047 0.96508
H 3.54774 2.42582 1.16947
N -0.59914 0.01338 1.34685
C -1.38782 -0.16673 2.18893
N -2.24812 -0.36875 3.10863
C -1.87869 -0.98472 4.41407
C -2.22075 -0.02380 5.54036
C -3.67603 0.43101 5.45364
C -3.97341 1.06901 4.09849
C -3.65316 0.11185 2.96340
H -0.81975 -1.23542 4.38397
H -2.45094 -1.91073 4.49402
H -1.55201 0.84044 5.49523
H -2.02880 -0.52790 6.48802
H -3.89169 1.13787 6.25345
H -4.33801 -0.42674 5.60715
H -3.38564 1.98351 3.97429
H -5.02472 1.34905 4.02264
H -3.75528 0.58075 1.98572
H -4.29047 -0.77373 2.99640
```



A structure of composition C34H49As3CrN6O3S2 at a distorted geometry. Source: the Open Molecules 2025 dataset; level of theory: the ωB97M-V functional and the def2-TZVPD basis.

Values from the calculation:
LUMO energy (spin up / spin down): -0.01 / -0.13 eV
Gap between HOMO and LUMO (spin up / spin down): 6.82 / 5.73 eV
Spin multiplicity: 3
E_HOMO (spin up / spin down): -6.8 / -5.9 eV
ΔE to the lowest compared entry with this formula, charge and spin: 1.1591 eV
Electronic energy: -10427.3230 Eh

XYZ file:
```
98
C34H49As3CrN6O3S2, DFT the ωB97M-V functional and the def2-TZVPD basis
Cr 0.70408 -1.21724 0.30105
C 1.79635 5.17349 2.43953
O 0.89487 4.98613 3.51156
C 1.07593 3.89618 4.29989
C 0.20011 3.75923 5.37546
C 0.31576 2.69526 6.24416
C 1.28209 1.70817 6.03730
C 2.15980 1.86137 4.96369
C 2.07175 2.94515 4.10613
N 1.45061 0.69232 7.00093
N 1.76648 -0.47441 6.69467
C 1.70411 -0.95841 5.38832
C 2.71045 -1.83154 4.99659
C 2.86466 -2.24899 3.67876
C 1.96355 -1.81847 2.70377
O 2.04609 -2.08366 1.44154
C 0.83851 -1.04166 3.11785
N -0.04592 -0.76664 2.10996
C -1.19562 -0.21947 2.48143
C -1.50079 0.12194 3.79882
C -0.57678 -0.06602 4.79470
C 0.65710 -0.65323 4.45911
H 1.49683 6.09764 1.95271
H 1.74049 4.35273 1.71819
H 2.82604 5.27046 2.79592
H -0.56080 4.51571 5.51673
H -0.35998 2.59760 7.08476
H 2.94644 1.12912 4.82743
H 2.78135 3.04110 3.29521
H 3.42772 -2.13005 5.75161
H 3.67511 -2.90698 3.39208
H -1.92316 -0.05367 1.70304
H -2.46705 0.55646 4.01582
H -0.80929 0.18648 5.81868
O -0.37830 -2.86322 -0.09316
N 0.22021 -3.89767 -0.67964
C -0.43790 -5.07537 -0.69208
C 0.11749 -6.20454 -1.22613
C 1.40476 -6.13273 -1.76919
C 2.04352 -4.91956 -1.79811
C 1.44644 -3.76341 -1.26300
S 2.17051 -2.22991 -1.35983
H -1.41782 -5.04507 -0.24039
H -0.43691 -7.13091 -1.22070
H 1.88631 -7.01612 -2.16584
H 3.02384 -4.79842 -2.23518
C 1.66027 -0.30282 -5.61732
As 0.42580 -0.58805 -4.10352
C -0.09467 -2.40418 -4.67640
C -1.07614 0.44178 -4.85434
C -2.32998 0.55768 -3.96836
C -3.03018 -0.80136 -3.87292
C -2.02883 1.11318 -2.56003
As -1.31487 0.13306 -0.93184
C -1.34878 1.87022 0.01306
C -3.07541 -0.57850 -0.35517
C -3.22274 1.57758 -4.70301
As -4.98201 2.31293 -4.10374
C -4.38364 3.63231 -2.76380
C -5.73863 1.01892 -2.82033
H 1.18789 -0.52640 -6.57490
H 2.51294 -0.96688 -5.47473
H 2.01916 0.72637 -5.62380
H -0.73454 -2.35213 -5.55806
H -0.62289 -2.93933 -3.88703
H 0.80540 -2.96644 -4.92482
H -1.36136 0.05547 -5.83874
H -0.66481 1.44466 -5.01399
H -2.45240 -1.47117 -3.23325
H -3.12454 -1.25548 -4.86105
H -4.02969 -0.69209 -3.45426
H -2.97088 1.47543 -2.14500
H -1.36789 1.97734 -2.67403
H -2.36730 2.25115 0.10489
H -0.76475 2.57806 -0.57547
H -0.89146 1.81131 0.99756
H -3.63833 0.19040 0.17550
H -2.92078 -1.43692 0.29797
H -3.65591 -0.91518 -1.21122
H -3.42818 1.18002 -5.70134
H -2.64212 2.49271 -4.86470
H -3.59618 4.25632 -3.18606
H -4.01700 3.17256 -1.84671
H -5.22424 4.27826 -2.51067
H -6.06517 0.11676 -3.33548
H -6.61999 1.48897 -2.38313
H -5.05052 0.75605 -2.01684
C 5.38227 -0.77399 0.22881
N 4.20475 -0.03446 -0.18412
C 3.31244 0.46144 0.66369
N 3.66194 0.61586 1.94933
S 1.81522 1.06713 0.13172
H 5.93297 -1.06740 -0.65987
H 5.10482 -1.67770 0.77857
H 6.02314 -0.14386 0.84862
H 3.87596 -0.17647 -1.12361
H 4.37794 0.03798 2.36308
H 2.93483 0.93969 2.56667
```



Which formula does entry 1 have? C35H59BBr2F6N3O15S2



Among the records above, which one has the highest electronic energy? C3H5NO4



What is the formula in the second record? C22H15N9O5OsS2Se



What is the electronic energy in the second record? -5004.1517 Eh